C32H78F9O16Y | the ωB97M-V functional and the def2-TZVPD basis

```
136
Properties=species:S:1:pos:R:3:forces:R:3:mulliken_charge:R:1
Y -15.567695 14.751673 -19.474480 1.312 0.302 2.502 1.18
C -13.601117 12.415641 -20.494757 0.138 0.271 1.014 0.82
O -12.897637 13.618971 -20.210430 0.349 0.364 -0.204 -0.19
O -14.889895 12.747943 -20.465466 -1.632 1.159 0.282 -1.12
C -13.185047 11.790598 -21.823172 0.068 0.191 -0.401 0.65
F -13.966724 10.743782 -22.101417 -0.096 -0.058 -0.101 -0.25
F -13.243146 12.650365 -22.852170 -0.152 0.011 0.012 -0.27
F -11.917794 11.330622 -21.782278 0.114 -0.120 0.065 -0.28
C -11.510685 13.551459 -19.888524 0.203 -0.292 -0.237 -0.36
C -10.956042 14.933341 -19.661932 0.309 0.313 -0.395 -0.79
H -11.495225 15.528532 -18.931961 -0.045 -0.183 0.199 -0.15
H -9.909729 14.850498 -19.357100 -0.066 -0.050 0.150 0.42
H -10.931226 15.485623 -20.606556 -0.183 0.003 0.047 0.40
H -10.970762 13.113766 -20.730241 0.040 -0.051 0.043 0.56
H -11.336373 12.900902 -19.025643 -0.233 0.043 0.089 0.08
H -13.331869 11.657714 -19.731874 0.071 0.007 0.021 -0.15
C -13.666374 15.079718 -16.460869 -1.160 0.775 -0.069 0.30
O -12.842782 16.163220 -16.929757 0.262 -0.354 0.535 -0.16
O -14.359394 14.602107 -17.479376 -0.809 -0.754 -1.499 0.35
C -12.786250 14.029383 -15.777754 -0.232 -0.707 -0.892 0.10
F -12.032141 14.536861 -14.795484 0.197 0.117 0.176 -0.25
F -13.547471 13.051391 -15.240293 0.075 0.332 0.107 -0.11
F -11.975146 13.424900 -16.667193 0.200 0.150 0.246 -0.15
C -12.761299 17.290862 -16.066553 0.332 0.928 -0.742 1.83
C -11.697981 18.195437 -16.650962 0.726 0.674 -0.027 0.70
H -10.698145 17.789543 -16.495354 -0.024 -0.079 -0.027 -0.09
H -11.778439 18.417291 -17.716934 -0.404 -0.444 -0.036 -0.23
H -11.709079 19.202485 -16.227838 -0.116 -0.211 0.451 -1.02
H -12.467841 17.016211 -15.051491 -0.222 -0.181 -0.004 -0.86
H -13.706408 17.845091 -16.061152 -0.168 -0.288 0.212 -0.44
H -14.351186 15.457694 -15.674058 0.319 0.205 0.170 -0.22
C -17.413090 17.590031 -18.315623 1.333 0.479 -0.184 0.15
O -17.170187 17.420841 -16.929968 -0.444 -0.212 0.018 -0.26
O -16.946062 16.527193 -18.969156 0.504 -2.229 -1.025 -0.66
C -18.900650 17.862721 -18.553815 -0.296 -0.684 0.400 0.71
F -19.244254 17.784767 -19.843593 0.111 0.142 -0.104 -0.26
F -19.675758 16.980733 -17.887559 0.017 0.095 -0.108 -0.27
F -19.229664 19.089432 -18.112302 -0.106 0.157 -0.061 -0.28
C -16.996798 18.571327 -16.140757 0.709 0.465 0.627 0.18
C -16.702063 18.118528 -14.719968 -0.213 -0.283 -0.171 -0.87
H -17.543134 17.551920 -14.315818 -0.042 0.139 0.056 0.45
H -15.840156 17.448629 -14.709406 0.087 0.108 -0.018 -0.10
H -16.490553 18.980555 -14.088215 -0.015 -0.034 0.060 0.24
H -17.849664 19.255480 -16.144414 -0.151 -0.188 -0.139 0.45
H -16.119838 19.154463 -16.469084 -0.124 -0.085 -0.325 -0.20
H -16.868169 18.491074 -18.663085 -0.308 0.215 0.228 -0.22
C -12.094614 22.693453 -18.625633 -0.692 -0.392 -0.860 -1.44
C -12.034187 21.728809 -17.468806 0.858 0.135 0.253 0.56
O -13.280398 21.142144 -17.183215 -0.202 0.081 -0.152 -0.42
H -11.109083 23.076805 -18.886152 0.011 0.207 0.300 0.39
H -12.826329 23.489811 -18.488333 0.230 0.162 0.258 0.34
H -12.432631 22.165401 -19.526799 0.000 -0.071 0.123 0.27
H -11.639980 22.251341 -16.586791 -0.064 -0.034 0.017 0.16
H -11.286580 20.963689 -17.732131 -0.075 -0.081 0.121 0.05
H -13.277905 20.830213 -16.264328 -0.011 -0.152 -0.066 -0.08
C -8.835688 16.338698 -15.130241 -0.492 -0.085 -0.827 -0.49
C -8.807260 15.049403 -15.949539 0.317 0.020 0.469 0.37
O -7.460518 14.543837 -15.973591 -0.274 0.042 -0.066 -0.62
H -8.230857 16.193753 -14.240351 -0.156 0.155 0.204 0.36
H -9.884667 16.564297 -14.914514 0.127 -0.066 0.418 -0.32
H -8.483382 17.206184 -15.692393 0.342 -0.154 0.009 0.45
H -9.160033 15.180709 -16.973746 0.016 0.157 -0.003 -0.03
H -9.488573 14.340193 -15.471150 0.136 -0.132 -0.066 -0.05
H -7.460690 13.644218 -15.640295 -0.009 -0.028 -0.085 0.38
C -12.187111 10.382295 -11.744823 -0.025 -0.053 -0.594 -0.92
C -12.638087 11.756091 -12.215319 -0.346 0.155 0.617 0.43
O -12.568318 12.693586 -11.141267 0.179 0.031 -0.417 -0.60
H -12.670642 10.137547 -10.801719 0.011 0.046 0.072 0.32
H -11.102797 10.341095 -11.627102 0.002 -0.046 0.092 0.23
H -12.484699 9.626910 -12.478777 0.147 -0.038 0.051 0.12
H -13.687451 11.709530 -12.514034 0.009 0.054 0.007 0.37
H -12.084036 12.126789 -13.084434 0.134 -0.168 0.000 -0.26
H -11.622182 12.798625 -10.936605 -0.227 0.071 0.126 0.42
C -12.550013 16.731476 -12.125675 -0.730 0.066 -0.041 -0.65
C -11.543900 17.841842 -12.378569 0.136 -1.142 0.581 0.34
O -12.112448 19.129293 -12.200489 0.152 0.182 -0.337 -0.48
H -13.365107 16.755778 -12.856451 0.123 -0.007 -0.069 -0.07
H -13.040521 16.861586 -11.155955 0.195 0.035 0.054 0.45
H -12.121328 15.728454 -12.129185 0.180 0.084 -0.100 0.12
H -11.138671 17.758437 -13.386974 -0.077 0.359 -0.076 -0.43
H -10.707015 17.662048 -11.693163 0.095 0.397 -0.067 0.54
H -12.211032 19.310410 -11.262101 -0.065 -0.052 0.007 0.27
C -8.886708 14.036408 -12.139981 -0.040 -0.260 -1.249 -0.53
C -8.746586 12.849798 -11.228419 0.136 0.154 0.388 -0.49
O -9.887852 12.811820 -10.359372 0.280 -0.118 -0.114 -0.56
H -8.055380 14.058304 -12.854307 0.284 0.180 0.425 0.38
H -8.965626 14.985818 -11.618033 0.045 -0.016 0.096 0.28
H -9.727890 13.924218 -12.835505 -0.318 0.030 0.469 -0.05
H -7.838539 12.954409 -10.623464 -0.054 -0.014 -0.019 0.37
H -8.649851 11.918645 -11.797228 -0.153 0.045 -0.026 0.30
H -9.759463 12.109254 -9.713936 -0.064 0.020 0.020 0.29
C -10.116070 21.136687 -14.131246 -0.258 0.449 -0.423 -0.80
C -9.085956 20.295485 -14.845260 -0.696 -0.534 -0.254 0.54
O -7.797018 20.762679 -14.508274 0.119 -0.006 0.082 -0.58
H -11.138403 20.850352 -14.388360 0.112 -0.318 -0.040 0.05
H -10.029460 22.163604 -14.498879 0.168 0.073 0.374 0.34
H -10.027244 21.089843 -13.048407 0.170 0.086 0.007 0.39
H -9.271355 20.343692 -15.928883 0.151 0.184 0.025 0.17
H -9.234511 19.234170 -14.594789 0.243 0.083 0.222 -0.26
H -7.138517 20.182279 -14.900101 -0.006 0.005 -0.017 0.32
C -12.561708 10.037846 -16.111493 -0.596 -0.643 0.280 0.13
C -13.523384 9.007440 -15.507799 1.101 -0.367 -0.215 -0.45
O -13.666621 7.872552 -16.367684 -0.451 0.181 -0.013 -0.57
H -13.060192 10.496810 -16.962561 0.256 0.326 0.006 -0.31
H -11.666467 9.521408 -16.458033 0.074 0.071 0.006 0.47
H -12.292183 10.750541 -15.333066 0.000 0.291 -0.259 -0.15
H -14.509012 9.435656 -15.348726 -0.074 -0.076 0.069 0.19
H -13.100664 8.659534 -14.559024 -0.311 0.145 0.161 0.32
H -12.937166 7.270474 -16.205466 0.051 0.039 -0.020 0.34
C -15.790508 11.625927 -17.046375 -0.324 -0.514 -0.392 -0.09
C -17.039567 12.041295 -17.800407 0.583 -0.303 0.340 -0.94
O -17.018505 13.468189 -18.037156 -0.419 0.016 -0.447 -0.37
H -15.792141 10.532838 -16.993058 0.002 0.036 0.180 0.38
H -15.810615 12.042547 -16.041306 0.246 0.017 0.013 0.29
H -14.887305 11.913780 -17.580495 -0.012 0.240 0.101 -0.32
H -17.910963 11.759707 -17.205559 -0.179 0.299 -0.180 0.38
H -17.111023 11.545079 -18.765199 0.063 0.183 -0.099 0.36
H -17.343519 13.919176 -17.248875 0.117 0.243 -0.114 0.18
C -15.203622 21.890028 -14.753007 -0.185 0.542 -0.684 -1.03
C -14.201070 21.256936 -13.829131 -0.210 -0.835 0.337 -0.32
O -13.598793 20.110632 -14.459606 -0.070 0.399 -0.407 0.12
H -15.842994 22.605722 -14.233477 0.110 -0.060 0.201 0.42
H -15.864293 21.163096 -15.228562 0.086 -0.196 0.212 0.05
H -14.735744 22.436231 -15.574708 0.103 -0.064 0.073 0.32
H -14.737729 20.887411 -12.947508 0.176 0.192 0.151 0.29
H -13.416223 21.952245 -13.520701 -0.098 0.109 0.047 0.45
H -13.020072 19.689046 -13.806205 -0.063 0.084 0.155 -0.20
C -14.222800 18.896849 -19.611488 -0.978 -0.062 -0.622 -0.76
C -13.387605 17.699451 -19.988238 0.332 0.080 0.135 -0.50
O -13.920919 16.486654 -19.427515 0.021 -0.043 -0.308 0.41
H -14.353365 18.967332 -18.533673 0.278 0.297 0.034 0.00
H -15.229204 18.814868 -20.040855 0.047 -0.350 0.096 0.27
H -13.871866 19.823524 -20.066899 0.501 0.016 0.414 0.38
H -12.375661 17.802495 -19.590064 0.021 0.021 -0.072 0.06
H -13.268644 17.586755 -21.066063 -0.262 -0.139 -0.020 0.58
H -13.481154 16.350340 -18.553964 -0.246 -0.122 -0.019 0.03
```
Forces are in eV/Å.

Computed properties:
LUMO energy (eV): -0.07
Molar mass (g/mol): 978.85
Total energy (hartree): -3407.12327
HOMO energy (Eh): -0.345
Kohn-Sham gap (eV): 9.31